[1]
C6H10O in the gas phase. Source: the OMol25 dataset; level of theory: the ωB97M-V functional and the def2-TZVPD basis.

Atoms and positions in Å:
C -1.382 0.388 -2.586
C 0.060 0.376 -1.958
C 0.125 -0.403 -0.682
C 0.757 0.009 0.476
C 0.520 -0.649 1.689
C 0.909 -0.173 2.883
O 0.240 -0.694 3.966
H -1.749 -0.601 -2.739
H -2.132 0.871 -2.023
H -1.334 0.897 -3.604
H 0.823 0.057 -2.706
H 0.292 1.435 -1.762
H -0.353 -1.325 -0.675
H 1.668 0.627 0.295
H -0.253 -1.405 1.647
H 1.581 0.680 3.074
H 0.228 -0.090 4.705

The maximum force comes out at 4.5 eV/Å. The calculation puts the LUMO energy at 0.87 eV. Its HOMO energy is -7.6 eV. For the total energy, the calculation gives -8429.56942 eV. Its charge is 0. For the energy relative to the best compared isomer or geometry (same formula, charge and spin), the calculation gives 1.671 eV.

Just the Löwdin charges please, in e? Sure, here they are: -0.11, -0.25, -0.12, -0.14, -0.14, -0.17, -0.02, 0.05, 0.05, 0.09, 0.11, 0.10, 0.08, 0.13, 0.12, 0.13, 0.09


[2]
C6H10O in the gas phase. Source: the OMol25 dataset; level of theory: the ωB97M-V functional and the def2-TZVPD basis.

Atoms and positions in Å:
C 1.953 -0.598 0.220
C 0.629 0.067 0.587
C 0.145 1.100 -0.471
C -1.358 0.828 -0.762
C -1.720 -0.361 0.105
O -1.039 -1.485 -0.438
C -0.526 -0.903 0.759
H 1.851 -1.134 -0.731
H 2.751 0.145 0.107
H 2.263 -1.316 0.988
H 0.729 0.562 1.565
H 0.704 0.978 -1.402
H 0.354 2.122 -0.129
H -2.007 1.706 -0.678
H -1.455 0.432 -1.777
H -2.734 -0.545 0.452
H -0.539 -1.597 1.605

The maximum force comes out at 0.6 eV/Å. The calculation puts the LUMO energy at 1.14 eV. Its HOMO energy is -9.9 eV. For the total energy, the calculation gives -8430.56670 eV. Its charge is 0. For the energy relative to the best compared isomer or geometry (same formula, charge and spin), the calculation gives 0.674 eV.

Just the Löwdin charges please, in e? Sure, here they are: -0.07, -0.32, -0.13, -0.12, -0.25, -0.01, -0.22, 0.09, 0.08, 0.08, 0.14, 0.11, 0.11, 0.11, 0.11, 0.14, 0.15


[3]
C6H10O in the gas phase. Source: the OMol25 dataset; level of theory: the ωB97M-V functional and the def2-TZVPD basis.

Atoms and positions in Å:
C 1.328 0.746 1.517
C -0.033 0.456 0.964
C -0.355 -0.476 0.054
C -1.753 -1.019 -0.072
C 0.633 -0.665 -1.086
C 0.259 0.728 -1.593
O 0.643 1.777 -1.129
H 1.288 0.306 2.523
H 2.150 0.263 0.982
H 1.559 1.809 1.629
H -0.831 1.061 1.391
H -1.795 -1.981 0.455
H -2.474 -0.353 0.414
H -2.087 -1.205 -1.100
H 0.386 -1.453 -1.808
H 1.684 -0.755 -0.793
H -0.544 0.706 -2.353

The maximum force comes out at 1.3 eV/Å. The calculation puts the LUMO energy at 0.72 eV. Its HOMO energy is -8.4 eV. For the total energy, the calculation gives -8429.58539 eV. Its charge is 0. For the energy relative to the best compared isomer or geometry (same formula, charge and spin), the calculation gives 1.655 eV.

Just the Löwdin charges please, in e? Sure, here they are: -0.08, -0.14, -0.34, -0.06, -0.09, -0.26, 0.03, 0.08, 0.07, 0.08, 0.12, 0.08, 0.08, 0.08, 0.11, 0.11, 0.13


[4]
A molecular structure, C6H10O. Source: the OMol25 dataset; level of theory: the ωB97M-V functional and the def2-TZVPD basis.

Atoms and positions in Å:
C -1.844 0.050 0.689
C -1.334 0.888 -0.208
C -0.008 1.552 -0.057
C 0.761 0.657 -0.976
C 1.432 -0.464 -0.648
C 1.755 -0.914 0.715
O 1.326 -0.441 1.748
H -1.409 -0.060 1.675
H -0.912 -1.797 0.052
H -2.834 -0.362 0.537
H -1.878 1.040 -1.136
H -0.037 2.583 -0.421
H 0.347 1.514 0.972
H 0.666 0.887 -2.037
H 1.916 -1.018 -1.447
H -0.390 -2.336 -0.210
H 2.446 -1.781 0.752

The maximum force comes out at 1.7 eV/Å. The calculation puts the LUMO energy at 0.19 eV. Its HOMO energy is -9.4 eV. For the total energy, the calculation gives -8428.74935 eV. Its charge is 0. For the energy relative to the best compared isomer or geometry (same formula, charge and spin), the calculation gives 2.491 eV.

Just the Löwdin charges please, in e? Sure, here they are: -0.05, -0.20, -0.18, -0.09, -0.11, -0.30, 0.02, 0.07, 0.04, 0.06, 0.11, 0.12, 0.11, 0.12, 0.10, 0.08, 0.11


[5]
A molecular structure, C6H10O. Source: the OMol25 dataset; level of theory: the ωB97M-V functional and the def2-TZVPD basis.

Atoms and positions in Å:
C 1.150 1.074 0.146
C 0.088 0.885 1.278
C -0.975 -0.037 0.721
C -0.436 -1.442 0.334
C -0.152 -0.756 -0.981
C 1.252 -0.077 -0.827
H 2.179 1.357 0.342
H 0.756 1.895 -0.474
H -0.359 1.892 1.551
H 0.491 0.419 2.179
H -1.945 0.035 1.240
H -1.376 -2.124 0.161
H 0.435 -1.960 0.805
H -0.361 -1.276 -1.957
H 2.086 -0.767 -0.583
H 1.497 0.130 -1.867
O -1.121 0.314 -0.678

The maximum force comes out at 2.8 eV/Å. The calculation puts the LUMO energy at 1.06 eV. Its HOMO energy is -9.3 eV. For the total energy, the calculation gives -8429.95250 eV. Its charge is 0. For the energy relative to the best compared isomer or geometry (same formula, charge and spin), the calculation gives 1.288 eV.

Just the Löwdin charges please, in e? Sure, here they are: -0.18, -0.13, -0.32, -0.07, -0.29, -0.17, 0.11, 0.11, 0.13, 0.11, 0.14, 0.14, 0.12, 0.15, 0.11, 0.10, -0.09


[6]
C6H10O in the gas phase. Source: the OMol25 dataset; level of theory: the ωB97M-V functional and the def2-TZVPD basis.

Atoms and positions in Å:
O 2.182 -0.950 0.786
C 1.293 -0.450 -0.208
C 1.071 1.030 -0.025
C -0.121 1.624 -0.095
C -1.395 0.840 -0.277
C -1.232 -0.560 0.316
C -0.018 -1.265 -0.294
H 1.786 -0.762 1.647
H 1.850 -0.591 -1.142
H 1.976 1.609 0.153
H -0.192 2.707 -0.003
H -1.643 0.765 -1.347
H -2.235 1.365 0.195
H -1.108 -0.467 1.403
H -2.136 -1.157 0.145
H 0.170 -2.223 0.204
H -0.238 -1.496 -1.344

The maximum force comes out at 0.3 eV/Å. The calculation puts the LUMO energy at 1.02 eV. Its HOMO energy is -9.5 eV. For the total energy, the calculation gives -8431.15359 eV. Its charge is 0. For the energy relative to the best compared isomer or geometry (same formula, charge and spin), the calculation gives 0.087 eV.

Just the Löwdin charges please, in e? Sure, here they are: -0.04, -0.38, -0.06, -0.09, -0.20, -0.21, -0.14, 0.09, 0.14, 0.11, 0.10, 0.12, 0.11, 0.12, 0.11, 0.12, 0.12